1.
218
Properties=species:S:1:pos:R:3 method="wB97M-V/def2-TZVPD" homo_ev=-9.3 multiplicity=1 energy_ev=-195047.6904 smiles="O=C1c2ccccc2C(=O)c2ccccc21.O=C1c2ccccc2C(=O)c2ccccc21.O=C1c2ccccc2C(=O)c2ccccc21.O=C1c2ccccc2C(=O)c2ccccc21.O=C1c2ccccc2C(=O)c2ccccc21.O=C1C=C(O)C(=O)C=C1O.O=C1C=C(O)C(=O)C=C1O.O=C1C=C(O)C(=O)C=C1O.O=C1C=C(O)C(=O)C=C1O.O=C1C=C(O)C(=O)C=C1O.O=C1C=C(O)C(=O)C=C1O.O=C1C=C(O)C(=O)C=C1O" de_lowest_kcal_mol=1.8 charge=0
O -29.16 2.39 -12.26
C -28.61 3.45 -12.45
C -29.46 4.69 -12.48
C -30.77 4.63 -12.02
C -31.56 5.76 -12.11
C -31.10 6.98 -12.61
C -29.80 7.00 -13.14
C -28.97 5.87 -13.01
C -27.63 5.89 -13.63
O -27.24 6.86 -14.22
C -26.79 4.64 -13.58
C -25.51 4.64 -14.21
C -24.80 3.46 -14.12
C -25.07 2.38 -13.26
C -26.34 2.40 -12.71
C -27.19 3.50 -12.85
H -31.16 3.67 -11.71
H -32.62 5.84 -11.87
H -31.70 7.88 -12.54
H -29.35 7.87 -13.60
H -25.10 5.49 -14.79
H -23.85 3.40 -14.72
H -24.44 1.49 -13.15
H -26.68 1.63 -12.02
O -32.04 -3.73 -8.48
C -33.00 -3.09 -8.69
C -33.75 -2.22 -7.67
C -33.13 -2.08 -6.42
C -33.67 -1.31 -5.38
C -34.85 -0.71 -5.52
C -35.57 -0.88 -6.70
C -35.02 -1.60 -7.75
C -35.84 -1.80 -8.99
O -36.94 -1.35 -9.10
C -35.09 -2.56 -10.11
C -35.73 -2.65 -11.32
C -35.10 -3.20 -12.43
C -33.85 -3.75 -12.33
C -33.21 -3.79 -11.04
C -33.79 -3.13 -9.97
H -32.25 -2.68 -6.30
H -33.10 -1.16 -4.47
H -35.27 -0.02 -4.80
H -36.59 -0.50 -6.77
H -36.71 -2.34 -11.53
H -35.50 -3.20 -13.43
H -33.31 -4.08 -13.21
H -32.24 -4.23 -10.86
O -32.62 -0.27 -10.27
C -33.35 0.45 -10.79
C -34.32 1.35 -10.09
C -34.15 1.33 -8.73
C -35.03 2.11 -8.01
C -36.17 2.68 -8.55
C -36.25 2.71 -9.94
C -35.38 1.99 -10.74
C -35.48 2.01 -12.22
O -36.27 2.66 -12.89
C -34.60 1.07 -12.94
C -34.76 0.93 -14.34
C -33.96 0.10 -15.07
C -32.99 -0.66 -14.47
C -32.75 -0.53 -13.08
C -33.59 0.36 -12.31
H -33.32 0.79 -8.35
H -34.99 2.34 -6.93
H -36.92 3.12 -7.87
H -37.10 3.20 -10.37
H -35.38 1.58 -14.93
H -33.91 0.08 -16.16
H -32.34 -1.33 -14.99
H -31.94 -1.05 -12.49
O -28.98 -5.18 -15.72
C -29.55 -5.53 -16.75
C -29.26 -4.87 -18.05
C -28.38 -3.82 -18.06
C -28.16 -3.04 -19.15
C -28.83 -3.31 -20.35
C -29.71 -4.39 -20.40
C -29.93 -5.12 -19.27
C -30.88 -6.31 -19.38
O -31.36 -6.67 -20.44
C -31.20 -6.93 -18.02
C -32.15 -7.94 -17.92
C -32.50 -8.59 -16.73
C -31.94 -8.15 -15.56
C -31.00 -7.12 -15.60
C -30.65 -6.51 -16.76
H -27.83 -3.59 -17.22
H -27.37 -2.28 -19.13
H -28.67 -2.68 -21.20
H -30.15 -4.84 -21.27
H -32.50 -8.34 -18.88
H -33.16 -9.45 -16.73
H -31.99 -8.69 -14.63
H -30.37 -6.81 -14.75
O -25.53 0.13 -10.47
C -24.43 -0.20 -10.37
C -23.93 -1.65 -10.52
C -24.78 -2.67 -10.91
C -24.48 -4.02 -11.07
C -23.22 -4.38 -10.59
C -22.33 -3.40 -10.03
C -22.65 -2.04 -10.08
C -21.55 -1.12 -9.69
O -20.46 -1.46 -9.27
C -21.98 0.38 -9.84
C -21.02 1.33 -9.53
C -21.41 2.70 -9.40
C -22.70 3.08 -9.70
C -23.63 2.10 -10.02
C -23.26 0.79 -10.15
H -25.74 -2.32 -11.20
H -25.09 -4.70 -11.72
H -22.88 -5.41 -10.64
H -21.33 -3.80 -9.76
H -19.99 1.04 -9.32
H -20.61 3.45 -9.24
H -23.02 4.15 -9.70
H -24.64 2.36 -10.34
O -29.42 3.09 -16.94
C -29.04 1.99 -16.55
C -27.76 1.61 -16.14
C -27.46 0.32 -15.92
O -26.27 -0.16 -15.46
C -28.54 -0.73 -16.01
O -28.17 -1.81 -15.62
C -29.92 -0.38 -16.28
C -30.12 0.91 -16.55
O -31.27 1.38 -17.01
H -27.02 2.40 -15.91
H -26.35 -1.14 -15.50
H -30.65 -1.18 -16.37
H -31.03 2.34 -17.08
O -27.46 -7.53 -12.85
C -27.66 -8.42 -13.65
C -27.30 -8.35 -15.05
C -27.36 -9.47 -15.77
O -27.16 -9.49 -17.05
C -27.74 -10.75 -15.15
O -27.72 -11.68 -15.96
C -28.09 -10.84 -13.66
C -28.11 -9.66 -13.03
O -28.35 -9.49 -11.75
H -26.93 -7.48 -15.58
H -27.21 -10.47 -17.18
H -28.26 -11.73 -13.16
H -28.10 -8.57 -11.56
O -25.77 -3.57 -15.92
C -25.11 -4.00 -16.83
C -24.83 -3.40 -18.13
C -24.25 -4.11 -19.07
O -23.94 -3.64 -20.25
C -23.84 -5.55 -18.83
O -23.26 -6.09 -19.78
C -23.99 -6.11 -17.53
C -24.68 -5.38 -16.63
O -25.01 -5.88 -15.48
H -25.19 -2.36 -18.29
H -23.51 -4.42 -20.69
H -23.59 -7.12 -17.44
H -25.53 -5.23 -14.95
O -21.08 -2.44 -18.32
C -21.60 -2.27 -17.27
C -21.68 -3.16 -16.12
C -22.30 -2.63 -15.04
O -22.41 -3.24 -13.89
C -22.95 -1.32 -14.99
O -23.35 -1.00 -13.88
C -22.99 -0.47 -16.16
C -22.27 -0.89 -17.16
O -22.02 -0.15 -18.22
H -21.18 -4.12 -16.27
H -22.81 -2.57 -13.30
H -23.35 0.51 -16.00
H -21.59 -0.82 -18.82
O -28.41 -0.64 -8.16
C -27.40 -1.21 -7.83
C -26.19 -0.68 -7.21
C -25.17 -1.56 -7.07
O -24.00 -1.31 -6.58
C -25.26 -3.05 -7.57
O -24.22 -3.66 -7.42
C -26.43 -3.52 -8.25
C -27.44 -2.67 -8.38
O -28.64 -2.94 -8.85
H -26.24 0.38 -6.97
H -23.48 -2.08 -6.83
H -26.45 -4.51 -8.67
H -29.11 -2.05 -8.64
O -29.18 -5.19 -12.83
C -28.83 -4.06 -12.74
C -29.68 -2.99 -12.27
C -29.11 -1.80 -12.23
O -29.81 -0.75 -11.76
C -27.73 -1.56 -12.69
O -27.41 -0.42 -12.62
C -26.96 -2.64 -13.21
C -27.44 -3.87 -13.20
O -26.82 -4.92 -13.65
H -30.65 -3.26 -11.93
H -29.12 -0.02 -11.75
H -26.01 -2.36 -13.62
H -27.31 -5.74 -13.34
O -29.72 -6.97 -10.50
C -30.80 -7.23 -9.99
C -31.09 -7.51 -8.60
C -32.32 -8.01 -8.37
O -32.72 -8.30 -7.16
C -33.42 -8.01 -9.39
O -34.50 -8.24 -8.90
C -33.12 -7.60 -10.74
C -31.93 -7.17 -11.03
O -31.48 -6.67 -12.16
H -30.38 -7.28 -7.79
H -33.68 -8.32 -7.29
H -33.98 -7.59 -11.42
H -30.53 -6.37 -12.06

2.
224
Properties=species:S:1:pos:R:3 method="wB97M-V/def2-TZVPD" homo_ev=-9.4 multiplicity=1 energy_ev=-321489.3282 charge=0
Cl 25.16 28.25 20.00
C 23.50 27.60 19.95
C 22.51 28.48 20.68
Cl 22.93 28.29 22.42
H 23.45 26.58 20.28
H 23.23 27.61 18.87
H 21.51 27.99 20.54
H 22.57 29.53 20.34
Cl 18.28 21.99 23.46
C 18.59 22.85 25.01
C 17.96 24.21 24.91
Cl 18.42 25.11 26.39
H 19.65 22.89 25.20
H 18.06 22.21 25.68
H 16.89 24.18 24.74
H 18.44 24.70 24.07
Cl 21.97 14.59 17.72
C 21.46 15.53 19.16
C 20.39 14.80 19.92
Cl 19.94 15.84 21.37
H 20.96 16.41 18.83
H 22.39 15.73 19.68
H 20.59 13.81 20.28
H 19.52 14.68 19.31
Cl 23.87 17.29 16.68
C 24.85 18.73 16.22
C 24.24 20.05 16.53
Cl 22.65 20.26 15.83
H 25.22 18.59 15.18
H 25.76 18.64 16.81
H 24.82 20.93 16.19
H 24.14 20.18 17.62
Cl 24.68 17.74 20.18
C 25.87 18.40 21.32
C 26.92 19.32 20.70
Cl 26.19 20.83 20.14
H 26.39 17.54 21.68
H 25.28 18.91 22.08
H 27.45 18.81 19.84
H 27.64 19.71 21.42
Cl 18.25 26.18 17.68
C 17.55 25.69 19.23
C 17.27 24.19 19.32
Cl 16.31 24.03 20.82
H 16.67 26.29 19.31
H 18.27 25.98 19.98
H 18.17 23.72 19.50
H 16.74 23.82 18.44
Cl 20.58 23.92 30.45
C 20.88 22.24 29.85
C 20.98 22.31 28.32
Cl 21.19 20.51 27.90
H 19.97 21.68 30.07
H 21.74 21.81 30.30
H 21.83 22.79 27.89
H 20.16 22.67 27.76
C 17.37 20.74 18.31
C 17.15 20.54 19.65
C 16.30 19.56 20.10
C 15.49 18.88 19.18
C 15.58 19.16 17.77
C 16.60 20.02 17.39
C 14.89 18.31 16.70
O 15.28 18.34 15.55
C 13.82 17.44 17.28
C 13.02 16.79 16.37
C 11.99 15.93 16.76
C 11.76 15.79 18.11
C 12.59 16.41 19.04
C 13.63 17.22 18.67
C 14.44 17.95 19.75
O 14.21 17.89 20.93
H 18.18 21.40 17.91
H 17.56 21.21 20.33
H 16.17 19.30 21.11
H 16.86 20.10 16.34
H 13.41 16.98 15.39
H 11.50 15.39 15.96
H 10.84 15.30 18.39
H 12.57 16.19 20.10
C 22.07 25.18 24.39
C 22.50 24.06 25.12
C 22.53 22.78 24.59
C 22.05 22.58 23.29
C 21.51 23.68 22.60
C 21.60 24.99 23.08
C 20.84 23.45 21.25
O 20.35 24.38 20.63
C 20.99 22.05 20.63
C 20.62 21.89 19.33
C 20.89 20.64 18.68
C 21.48 19.59 19.36
C 21.91 19.89 20.66
C 21.64 21.05 21.36
C 22.16 21.23 22.73
O 22.59 20.33 23.42
H 21.93 26.13 24.86
H 22.86 24.29 26.13
H 22.87 21.93 25.12
H 21.14 25.78 22.52
H 20.22 22.78 18.80
H 20.42 20.51 17.70
H 21.67 18.61 18.98
H 22.35 19.07 21.19
C 23.70 25.30 15.91
C 22.75 25.48 16.93
C 21.60 24.73 16.88
C 21.36 23.90 15.78
C 22.35 23.69 14.82
C 23.58 24.33 14.94
C 22.12 22.71 13.74
O 23.00 22.39 12.97
C 20.79 22.09 13.58
C 20.54 21.16 12.58
C 19.39 20.36 12.63
C 18.45 20.49 13.63
C 18.62 21.51 14.53
C 19.80 22.22 14.60
C 20.07 23.13 15.75
O 19.35 23.24 16.71
H 24.64 25.86 15.87
H 22.99 26.17 17.70
H 20.86 24.71 17.71
H 24.27 24.11 14.22
H 21.23 21.05 11.73
H 19.27 19.66 11.79
H 17.51 19.86 13.60
H 17.86 21.62 15.33
C 30.13 23.84 28.89
C 31.11 23.18 28.18
C 30.74 22.20 27.24
C 29.40 21.92 27.07
C 28.38 22.64 27.71
C 28.77 23.64 28.60
C 26.95 22.43 27.58
O 26.16 23.23 28.05
C 26.52 21.21 26.81
C 25.21 20.75 26.79
C 24.92 19.46 26.28
C 25.91 18.73 25.63
C 27.20 19.25 25.57
C 27.53 20.41 26.30
C 28.98 20.72 26.30
O 29.77 20.04 25.69
H 30.43 24.58 29.63
H 32.15 23.29 28.38
H 31.47 21.68 26.62
H 28.01 24.21 29.21
H 24.42 21.39 27.18
H 23.94 19.05 26.36
H 25.64 17.77 25.19
H 27.94 18.66 25.09
C 20.08 31.50 28.38
C 19.48 30.33 27.94
C 20.36 29.39 27.33
C 21.75 29.66 27.10
C 22.27 30.85 27.56
C 21.45 31.81 28.12
C 23.63 31.29 27.20
O 24.04 32.36 27.49
C 24.35 30.33 26.26
C 25.58 30.74 25.78
C 26.35 29.80 25.10
C 25.99 28.49 24.89
C 24.78 28.08 25.45
C 23.89 29.00 25.97
C 22.53 28.58 26.43
O 22.11 27.46 26.23
H 19.45 32.15 29.01
H 18.40 30.06 28.07
H 19.96 28.56 26.81
H 21.85 32.79 28.43
H 25.96 31.73 26.01
H 27.38 30.10 24.85
H 26.74 27.82 24.47
H 24.44 27.09 25.15
C 33.67 23.32 23.79
C 33.34 21.99 23.39
C 32.10 21.58 23.14
C 31.02 22.45 23.41
C 31.25 23.75 23.85
C 32.63 24.18 23.95
C 30.18 24.66 24.31
O 30.42 25.82 24.55
C 28.82 23.99 24.47
C 27.77 24.80 24.96
C 26.47 24.32 24.87
C 26.19 23.19 24.09
C 27.21 22.36 23.65
C 28.53 22.72 23.87
C 29.61 21.93 23.19
O 29.37 20.94 22.53
H 34.71 23.63 23.86
H 34.17 21.31 23.24
H 31.93 20.59 22.78
H 32.83 25.21 24.16
H 27.98 25.79 25.31
H 25.65 24.96 25.22
H 25.17 22.91 23.94
H 26.99 21.49 23.07
C 19.35 17.98 16.68
C 19.03 17.58 18.00
C 18.00 16.64 18.19
C 17.37 16.13 17.05
C 17.70 16.56 15.80
C 18.74 17.46 15.59
C 17.10 15.90 14.62
O 17.54 16.09 13.49
C 15.97 14.94 14.85
C 15.29 14.42 13.72
C 14.22 13.52 13.89
C 13.83 13.20 15.20
C 14.51 13.69 16.29
C 15.58 14.52 16.14
C 16.28 15.11 17.31
O 16.01 14.77 18.45
H 20.20 18.63 16.60
H 19.57 17.98 18.90
H 17.64 16.30 19.13
H 19.16 17.58 14.58
H 15.69 14.61 12.75
H 13.70 13.12 13.00
H 13.14 12.39 15.33
H 14.18 13.47 17.29